Entry P
The following is a quantum chemistry calculation of a single C5H7NOS molecule, from OMol25.

Values from the calculation:
Structure (SMILES): Cc1c(S)c[nH]c1O
LUMO energy (eV): 0.62
HOMO level (eV): -8.01

The geometry in ORCA input format:
```
! wB97M-V def2-TZVPD RIJCOSX def2/J DEFGRID3
* xyz 0 1
S -2.44 0.06 -0.11
O 2.83 0.34 -0.25
N 1.27 -1.41 0.15
C 0.38 0.61 0.00
C -0.68 -0.39 -0.04
C 0.01 2.11 0.12
C -0.16 -1.65 0.09
C 1.53 -0.08 0.06
H -2.93 -1.08 0.54
H -0.68 2.13 1.07
H -0.67 2.44 -0.80
H 1.82 -2.23 -0.12
H 0.95 2.69 0.43
H -0.48 -2.63 -0.01
H 2.87 1.22 0.30
*
```

Here are the Mulliken charges for atoms 1 to 6, given in e:
1. S -0.272
2. O -0.510
3. N -0.079
4. C 0.474
5. C 0.262
6. C -1.086

Entry Q
The following is a quantum chemistry calculation of a single C5H7NOS molecule, from OMol25.

Values from the calculation:
LUMO energy (eV): -0.18
HOMO level (eV): -8.90

The geometry in ORCA input format:
```
! wB97M-V def2-TZVPD RIJCOSX def2/J DEFGRID3
* xyz 0 1
S -0.53 -1.51 -0.74
O 2.58 0.72 -0.82
N -0.56 -0.60 1.87
C -1.28 -1.40 1.07
C 0.16 0.36 1.61
C 0.38 -0.03 -0.67
C -0.34 1.17 -1.23
C 1.78 -0.16 -0.68
H -0.35 1.20 -2.43
H 0.10 2.05 -1.03
H -2.18 -1.01 0.82
H 2.30 -1.11 -0.47
H -1.34 1.45 -0.92
H 0.49 1.25 2.09
H -1.23 -2.38 1.51
*
```

Here are the Mulliken charges for atoms 1 to 6, given in e:
1. S -0.102
2. O -0.522
3. N -0.330
4. C -0.349
5. C -0.045
6. C 0.317

Q: Which of them is the most stable? A: entry P.

Entry P
The following is a quantum chemistry calculation of a molecular structure, C5H12, from OMol25.

Values from the calculation:
LUMO energy (eV): 1.08
HOMO level (eV): -7.69

The geometry in ORCA input format:
```
! wB97M-V def2-TZVPD RIJCOSX def2/J DEFGRID3
* xyz 0 1
C -1.74 -0.85 0.21
C 0.68 -0.54 0.73
C -0.35 -0.72 -0.35
C 2.07 -0.15 0.24
C -0.56 1.41 -0.98
H -1.54 1.57 -1.46
H 0.36 0.12 1.56
H -1.98 -0.23 1.09
H -2.51 -0.69 -0.55
H 0.23 1.95 -1.52
H -0.28 0.23 -1.25
H 0.73 -1.55 1.17
H -1.83 -1.90 0.53
H 2.09 0.88 -0.13
H 2.38 -0.81 -0.58
H 2.81 -0.23 1.04
H -0.58 1.70 0.07
*
```

Here are the Mulliken charges for atoms 1 to 6, given in e:
1. C -1.231
2. C -0.367
3. C -0.214
4. C -1.177
5. C -1.160
6. H 0.354

Entry Q
The following is a quantum chemistry calculation of 2 unconnected molecules or ions with the total composition C5H12, from OMol25.

Values from the calculation:
Structure (SMILES): C=CC.CC
LUMO energy (eV): 1.06
HOMO level (eV): -9.38

The geometry in ORCA input format:
```
! wB97M-V def2-TZVPD RIJCOSX def2/J DEFGRID3
* xyz 0 1
C -2.07 1.37 -1.39
C -3.85 0.42 0.08
C 2.81 -0.74 0.02
C 3.82 -1.16 1.07
C -2.46 0.65 -0.35
H -1.66 0.25 0.26
H -4.29 1.39 0.37
H 4.88 -0.96 0.83
H 3.47 -0.65 1.99
H 1.84 -0.62 0.51
H -3.91 -0.40 0.84
H -1.03 1.45 -1.70
H 3.88 -2.23 1.34
H -2.66 2.17 -1.85
H -4.56 0.14 -0.70
H 2.76 -1.33 -0.93
H 3.04 0.25 -0.38
*
```

Here are the Mulliken charges for atoms 1 to 6, given in e:
1. C -0.724
2. C -0.976
3. C -0.654
4. C -0.815
5. C 0.128
6. H 0.269

Q: Which of them is the most stable? A: entry Q.

Entry P
The following is a quantum chemistry calculation of a molecular structure, C3H3O3Pm, from OMol25.

Values from the calculation:
LUMO energy (alpha / beta) (eV): -12.86 / -12.68
HOMO level (alpha / beta) (eV): -21.26 / -23.64
<S²>: 8.75

The geometry in ORCA input format:
```
! wB97M-V def2-TZVPD RIJCOSX def2/J DEFGRID3
* xyz 3 6
Pm 4.34 1.35 0.11
O -3.27 1.40 0.03
O -1.05 0.71 0.04
O 1.62 0.55 -0.07
C 1.04 -0.51 -0.16
C -2.20 1.03 0.06
C -0.43 -0.68 -0.04
H 1.50 -1.50 0.08
H -0.72 -1.20 0.88
H -0.85 -1.16 -0.94
*
```

Here are the Mulliken charges for atoms 1 to 6, given in e:
1. Pm 1.977
2. O -0.007
3. O -0.198
4. O -0.524
5. C 0.259
6. C 0.750

Entry Q
The following is a quantum chemistry calculation of a molecular structure, C3H3O3Pm, from OMol25.

Values from the calculation:
LUMO energy (alpha / beta) (eV): -13.38 / -13.22
HOMO level (alpha / beta) (eV): -22.04 / -22.51
<S²>: 8.75

The geometry in ORCA input format:
```
! wB97M-V def2-TZVPD RIJCOSX def2/J DEFGRID3
* xyz 3 6
Pm -3.51 -2.92 -2.31
O -0.80 -1.42 -0.80
O 2.14 0.56 3.11
O 0.75 -0.01 1.34
C 1.41 0.36 2.25
C 0.25 0.72 -0.31
C -0.24 -0.42 -1.08
H 1.23 1.03 -0.69
H -0.68 0.71 -1.58
H -0.54 1.38 0.08
*
```

Here are the Mulliken charges for atoms 1 to 6, given in e:
1. Pm 1.973
2. O -0.362
3. O -0.115
4. O -0.389
5. C 0.719
6. C -0.244

Q: Which of them is the most stable? A: entry P.